[1]
The following is a DFT calculation (wB97M-V/def2-TZVPD) of a 7-piece molecular cluster, C20H46Cl2N6O6 overall.

Last column: Löwdin charge in e.
Atoms and positions in Å:
C (-5.03278, 5.57266, -1.56353)  -0.075
N (-4.80124, 4.88602, -2.83222)  0.010
C (-4.38818, 3.62448, -2.88268)  -0.559
C (-3.97997, 3.00056, -4.23785)  -0.007
O (-4.08021, 2.96786, -1.89314)  0.028
H (-5.49164, 4.95244, -0.79355)  0.081
H (-5.72536, 6.40701, -1.67443)  0.081
H (-4.12976, 5.92347, -1.06393)  0.082
H (-5.26535, 5.31009, -3.62271)  0.137
H (-4.86446, 3.04804, -4.87308)  0.066
H (-3.82047, 1.92408, -4.17576)  0.078
H (-3.14557, 3.51938, -4.70976)  0.076
C (2.73234, -0.70804, -7.75778)  -0.098
N (3.01376, -1.85965, -7.01259)  -0.015
C (2.32200, -2.60974, -6.14247)  -0.589
C (3.18075, -3.38904, -5.16486)  0.012
O (1.11703, -2.69132, -6.20732)  0.047
H (1.67955, -0.50798, -7.95706)  0.090
H (3.19404, -0.85192, -8.73463)  0.086
H (3.11179, 0.22757, -7.34699)  0.083
H (4.01233, -1.99928, -6.95385)  0.127
H (2.73667, -2.75311, -4.39903)  0.095
H (4.23150, -3.11031, -5.24451)  0.071
H (3.01273, -4.46584, -5.14602)  0.091
C (-0.46827, -1.60902, 2.00985)  -0.092
N (-0.06684, -2.61756, 2.90357)  0.002
C (1.12998, -2.92058, 3.31330)  -0.621
C (2.43899, -2.40446, 2.72029)  0.013
O (1.23984, -3.74080, 4.16943)  0.044
H (-1.51786, -1.72040, 1.73774)  0.094
H (0.14094, -1.63315, 1.10631)  0.083
H (-0.20893, -0.63679, 2.42892)  0.086
H (-0.75221, -3.06529, 3.49511)  0.153
H (2.72468, -3.21266, 2.04703)  0.088
H (3.15421, -2.35306, 3.54122)  0.086
H (2.31387, -1.46318, 2.18510)  0.065
C (8.45512, 4.93729, 4.97583)  -0.064
N (8.88408, 3.52902, 4.94178)  0.004
C (8.23159, 2.40897, 5.24617)  -0.586
C (8.92372, 1.03779, 5.05629)  0.009
O (7.13952, 2.44097, 5.76549)  0.039
H (8.19467, 5.23108, 5.99267)  0.083
H (7.50261, 5.14922, 4.49011)  0.076
H (9.07055, 5.63377, 4.40640)  0.082
H (9.76601, 3.36817, 4.47657)  0.124
H (9.98655, 1.27409, 5.10783)  0.067
H (8.58969, 0.73625, 4.06351)  0.083
H (8.59693, 0.42533, 5.89665)  0.085
C (-5.35579, -4.92685, -4.67531)  -0.094
N (-4.08923, -5.09076, -4.06346)  -0.026
C (-3.98234, -5.63027, -2.79996)  -0.505
C (-2.54466, -5.98424, -2.32942)  -0.008
O (-4.86460, -6.09985, -2.07034)  0.020
H (-5.29464, -5.84153, -5.26499)  0.092
H (-5.41999, -4.04142, -5.30777)  0.085
H (-6.21995, -4.93413, -4.01102)  0.089
H (-3.35865, -4.48944, -4.41668)  0.135
H (-2.44563, -5.59877, -1.31468)  0.075
H (-1.94401, -5.36869, -2.99907)  0.056
H (-2.24494, -7.03175, -2.36097)  0.081
C (-4.42150, -1.65761, 7.49882)  -0.082
N (-4.55355, -0.37485, 6.86978)  -0.011
C (-5.59639, -0.02537, 6.09882)  -0.540
C (-5.58554, 1.39893, 5.53706)  -0.003
O (-6.51560, -0.81016, 5.86134)  0.027
H (-4.04853, -2.47358, 6.87979)  0.084
H (-5.43094, -1.85698, 7.85850)  0.088
H (-3.69448, -1.76320, 8.30405)  0.083
H (-3.92435, 0.36025, 7.15930)  0.130
H (-5.62012, 1.39482, 4.44762)  0.080
H (-4.62268, 1.84841, 5.77991)  0.063
H (-6.39727, 2.09288, 5.75533)  0.081
Cl (2.77912, 5.21230, -0.49245)  0.484
C (1.47401, 4.35399, -1.46933)  -0.595
C (2.02896, 3.62307, -2.66919)  -0.675
Cl (3.25982, 2.38364, -2.36427)  0.524
H (0.69648, 5.06642, -1.74501)  0.072
H (0.94262, 3.73425, -0.74708)  0.067
H (2.54910, 4.29362, -3.35324)  0.061
H (1.35668, 3.02412, -3.28352)  0.062

Cartesian forces (eV/Å) of the 3 atoms listed first:
C -0.3 -0.1 0.8
N -1.2 1.7 0.3
C 2.7 -2.7 -0.1

Computed properties:
Energy relative to the best compared isomer or geometry (same formula, charge and spin) = 35.7 kcal/mol
E_HOMO = -9.233 eV
Total energy = -67755.4912 eV
Max |F| = 3.81 eV/Å
Charge = 0
Frontier orbital gap = 9.390 eV

***

[2]
The following is a DFT calculation (wB97M-V/def2-TZVPD) of a 7-piece molecular cluster, C20H46Cl4O14P2 overall.

Last column: Löwdin charge in e.
Atoms and positions in Å:
C (28.44406, 7.08431, -11.17441)  -0.095
O (28.18672, 8.46458, -11.40526)  -0.176
P (27.23733, 9.20767, -10.36238)  0.426
O (26.06547, 8.43577, -9.91901)  -0.317
O (28.19371, 9.61120, -9.15293)  -0.202
C (27.81190, 10.70296, -8.30361)  -0.079
O (26.94197, 10.59066, -11.06401)  -0.178
C (25.57280, 10.98782, -11.22640)  -0.077
H (28.38909, 6.46339, -12.06651)  0.094
H (27.81595, 6.62577, -10.41128)  0.078
H (29.47091, 6.97335, -10.81862)  0.093
H (26.73361, 10.76373, -8.15611)  0.087
H (28.12819, 11.67168, -8.69591)  0.088
H (28.37573, 10.49596, -7.39927)  0.097
H (24.88536, 10.28713, -10.74749)  0.069
H (25.31328, 10.93931, -12.28188)  0.096
H (25.38393, 11.94887, -10.76291)  0.073
C (16.02975, 15.29621, -12.41344)  -0.118
O (16.01569, 14.78025, -11.09804)  -0.215
P (16.21401, 13.21191, -10.76292)  0.410
O (15.99225, 12.93027, -9.34055)  -0.227
O (15.27556, 12.45121, -11.82197)  -0.216
C (14.08361, 11.82255, -11.34701)  -0.097
O (17.64239, 12.86377, -11.39673)  -0.210
C (18.81480, 13.30288, -10.71100)  -0.120
H (15.11343, 15.84756, -12.62630)  0.087
H (16.13204, 14.54302, -13.19609)  0.085
H (16.85728, 16.00013, -12.51086)  0.087
H (14.20869, 10.75184, -11.51005)  0.090
H (13.17122, 12.14350, -11.84814)  0.086
H (13.94004, 12.00311, -10.28123)  0.077
H (19.60571, 12.58691, -10.91064)  0.026
H (18.78320, 13.24770, -9.61746)  0.084
H (19.05635, 14.33168, -10.96312)  0.092
C (16.67703, 4.96657, -7.82837)  -0.072
C (17.92490, 5.82514, -7.77117)  -0.229
O (17.48787, 7.17943, -7.65940)  -0.005
C (18.40193, 8.13909, -7.83370)  -0.553
C (17.91753, 9.49691, -7.46346)  0.014
O (19.52113, 7.95551, -8.23315)  0.085
H (16.95218, 3.99259, -8.23735)  0.077
H (15.93355, 5.36284, -8.52068)  0.078
H (16.15902, 4.88741, -6.87197)  0.074
H (18.66512, 5.61077, -6.99790)  0.129
H (18.46778, 5.60449, -8.69720)  0.121
H (17.94370, 9.80014, -6.42101)  0.095
H (16.85270, 9.60737, -7.70889)  0.088
H (18.34108, 10.20195, -8.17517)  0.046
C (21.62474, 13.10608, -13.27628)  -0.057
C (22.33533, 12.34124, -12.18461)  -0.215
O (23.38856, 13.15297, -11.63881)  -0.045
C (23.10773, 14.04629, -10.68470)  -0.561
C (24.30237, 14.82215, -10.23719)  0.024
O (22.00438, 14.24368, -10.24968)  0.107
H (22.31007, 13.59706, -13.96419)  0.084
H (21.04276, 13.91986, -12.82581)  0.069
H (20.83428, 12.59061, -13.82432)  0.086
H (21.74647, 11.83855, -11.42122)  0.054
H (22.95391, 11.55619, -12.63493)  0.115
H (24.10621, 15.73208, -9.68592)  0.090
H (24.99289, 15.01340, -11.06054)  0.094
H (24.87644, 14.13195, -9.60496)  0.080
C (24.60217, 12.44085, -3.98440)  -0.076
C (25.17560, 13.84572, -3.78906)  -0.197
O (25.52329, 14.46835, -5.02348)  -0.005
C (26.66396, 14.14939, -5.62247)  -0.553
C (26.96089, 15.06301, -6.78264)  0.022
O (27.42588, 13.31315, -5.21279)  0.102
H (25.34697, 11.78599, -4.45067)  0.071
H (23.73761, 12.27859, -4.62497)  0.032
H (24.38921, 11.90301, -3.05814)  0.080
H (24.33743, 14.45052, -3.44798)  0.120
H (25.99724, 13.83430, -3.07913)  0.125
H (27.69341, 14.59620, -7.43751)  0.080
H (27.38494, 16.01396, -6.45586)  0.092
H (26.11458, 15.36366, -7.40148)  0.072
Cl (22.66836, 10.91924, -6.91338)  0.561
C (22.55584, 10.74037, -8.66177)  -0.972
Cl (20.87134, 11.02710, -9.18258)  0.611
H (23.11026, 11.53647, -9.15319)  -0.001
H (22.93130, 9.79817, -9.04831)  0.006
Cl (23.46840, 6.86713, -8.59806)  0.524
C (24.69178, 6.73286, -9.90525)  -1.063
Cl (24.53114, 5.47203, -11.13229)  0.512
H (24.48781, 7.66396, -10.42689)  -0.011
H (25.73012, 6.82511, -9.60756)  -0.001

Cartesian forces (eV/Å) of the 3 atoms listed first:
C 1.1 -1.1 0.5
O -0.8 0.4 0.4
P 1.1 0.3 0.4

Computed properties:
Energy relative to the best compared isomer or geometry (same formula, charge and spin) = 51.8 kcal/mol
E_HOMO = -9.832 eV
Total energy = -118821.7885 eV
Max |F| = 3.84 eV/Å
Charge = 0
Frontier orbital gap = 10.234 eV

***

[3]
The following is a DFT calculation (wB97M-V/def2-TZVPD) of C20H46IrOP4S as an isolated structure.

Last column: Mulliken spin population.
Atoms and positions in Å:
Ir (-0.55663, 0.05975, 0.34652)  1.819
P (-1.83980, 1.83274, 0.63888)  0.145
P (-2.12426, -1.37805, 1.48857)  0.034
P (1.25482, 1.28454, -0.52853)  0.108
H (-1.09717, -2.38344, -0.76728)  0.044
C (-0.21283, -1.74380, -0.76896)  0.462
C (0.67702, -1.75199, 0.36071)  0.153
H (0.45180, -2.42922, 1.19460)  -0.006
C (-2.93810, 2.00713, -0.80364)  0.046
C (-2.96330, 1.96188, 2.08948)  0.014
C (-1.11314, 3.50046, 0.86099)  0.020
C (-1.91289, -3.21085, 1.49480)  0.008
C (-2.22316, -1.03951, 3.29033)  0.008
C (-3.80845, -1.20006, 0.77611)  0.025
C (2.73601, 0.34959, -1.09704)  0.020
C (2.07847, 2.43861, 0.64236)  0.005
C (0.70779, 2.31980, -1.95134)  0.032
H (0.21542, -1.53808, -1.74677)  0.013
H (1.73550, -1.52049, 0.20135)  -0.016
H (-3.54297, 2.91636, -0.69640)  0.014
H (-3.60589, 1.14095, -0.87810)  -0.015
H (-2.34310, 2.07839, -1.72120)  -0.004
H (-3.53891, 2.89460, 2.00036)  0.001
H (-2.35715, 2.02220, 3.00269)  0.001
H (-3.66816, 1.13138, 2.17757)  -0.002
H (-1.93096, 4.22721, 0.97641)  0.002
H (-0.49303, 3.81399, 0.01696)  -0.004
H (-0.52080, 3.51333, 1.78519)  0.001
H (-2.87983, -3.68634, 1.71416)  0.001
H (-1.19242, -3.50600, 2.26831)  -0.002
H (-1.55900, -3.59173, 0.53242)  -0.003
H (-3.27136, -1.07003, 3.63671)  0.002
H (-1.79113, -0.05438, 3.51417)  0.008
H (-1.64734, -1.80499, 3.83302)  -0.001
H (-4.41611, -2.06189, 1.08775)  0.006
H (-3.74235, -1.19593, -0.32097)  -0.003
H (-4.30385, -0.27943, 1.10308)  -0.003
H (3.34479, 0.95126, -1.78880)  0.001
H (2.46584, -0.58138, -1.60711)  0.000
H (3.35673, 0.10690, -0.22457)  -0.001
H (2.78295, 3.09048, 0.10574)  0.002
H (2.62651, 1.86412, 1.39866)  -0.001
H (1.34360, 3.05985, 1.15937)  0.001
H (1.54925, 2.45929, -2.64817)  0.000
H (0.35030, 3.30442, -1.62690)  0.002
H (-0.10682, 1.82027, -2.49298)  -0.006
C (1.16589, -1.14824, -5.42107)  0.013
C (0.69802, -0.58415, -6.62208)  0.016
C (0.99667, -1.19338, -7.84247)  0.016
C (1.79778, -2.34195, -7.89271)  0.011
C (2.27587, -2.89958, -6.69765)  0.004
C (1.97403, -2.30094, -5.47163)  0.010
S (0.90587, -0.33101, -3.88419)  0.910
H (-0.17744, -0.96573, -3.34942)  0.028
H (0.12607, 0.33992, -6.57329)  -0.007
H (0.60967, -0.74967, -8.75655)  0.002
H (2.07225, -2.79838, -8.85383)  0.001
H (2.89543, -3.79847, -6.72718)  0.004
H (2.36290, -2.69508, -4.53429)  -0.017
C (2.88632, 1.12365, 4.00416)  0.000
P (1.28468, 0.29377, 3.90808)  0.007
C (1.64392, -1.46830, 3.74633)  0.013
C (0.44829, 0.50917, 5.49551)  0.005
O (0.42829, 0.82451, 2.76969)  0.049
H (3.49143, 0.87609, 3.12103)  0.000
H (3.41364, 0.78277, 4.90508)  0.000
H (2.72466, 2.20863, 4.06293)  0.000
H (2.38516, -1.76336, 4.50012)  0.000
H (0.72593, -2.05443, 3.89862)  0.002
H (2.04493, -1.65925, 2.74172)  0.002
H (0.27375, 1.58233, 5.65414)  0.000
H (-0.51023, -0.02824, 5.48742)  0.000
H (1.08035, 0.11745, 6.30297)  0.001

Cartesian forces (eV/Å) of the 3 atoms listed first:
Ir -0.1 -1.5 -0.2
P -1.6 2.9 1.0
P -0.7 -0.5 1.7

Computed properties:
2S+1 = 5
<S²> = 6.012
E_HOMO (alpha / beta) = -14.379 / -17.377 eV
Total energy = -74335.2566 eV
Max |F| = 3.45 eV/Å
Charge = +3
Frontier orbital gap (alpha / beta) = 6.357 / 4.165 eV

***

- What is the formula in the first record?
  C20H46Cl2N6O6

***

- What is the formula in the second record?
  C20H46Cl4O14P2